23
Properties=species:S:1:pos:R:3:forces:R:3 method="wB97M-V/def2-TZVPD" smiles="O=P([O-])([O-])[C@@]1(O)CCc2ccccc21" total_energy_ev=-26958.661 e_above_lowest_kcal_mol=0.0 total_charge=-2 e_lumo_ev=5.78 homo_energy_ev=-0.01
O -3.209970 0.449187 0.214395 -0.9 0.2 -0.6
P -2.133719 0.367195 1.293734 0.0 3.0 2.2
O -1.806032 -0.962448 1.843060 0.6 -2.0 0.3
O -2.320523 1.481852 2.387275 0.5 -1.3 -1.5
C -0.732149 1.086606 0.106564 -0.4 -1.3 -0.2
O -1.488298 1.966857 -0.667479 -1.2 -0.3 0.4
C 0.356192 1.712723 0.909136 0.4 3.1 0.6
C 1.160523 0.491167 1.374835 3.1 0.6 0.1
C 1.143601 -0.345081 0.092735 1.2 -0.8 1.8
C 1.941564 -1.392472 -0.321721 -0.1 0.9 -0.2
C 1.599508 -2.029459 -1.496626 0.4 -1.4 0.4
C 0.389304 -1.857067 -2.159400 0.7 1.5 0.3
C -0.360057 -0.743113 -1.776070 -1.4 0.3 0.8
C 0.049084 -0.057977 -0.623249 -3.0 2.0 -0.9
H -2.473534 1.615506 -0.250611 1.1 0.4 -1.8
H -0.081582 2.497865 1.663790 0.8 -2.0 -0.9
H 0.978282 2.408702 0.194367 -0.5 -1.3 1.0
H 0.732729 -0.095154 2.200534 -0.3 0.4 -0.3
H 2.289073 0.751739 1.684392 -2.2 -0.5 -0.5
H 2.818705 -1.626393 0.240888 0.6 -0.4 0.1
H 2.264512 -2.807709 -1.838616 0.1 -0.3 -0.2
H 0.252563 -2.539481 -2.967610 -0.7 -0.1 -0.7
H -1.369778 -0.373042 -2.104324 1.1 -0.8 -0.2


11
Properties=species:S:1:pos:R:3:forces:R:3 method="wB97M-V/def2-TZVPD" total_energy_ev=-35950.765 e_above_lowest_kcal_mol=7.3 total_charge=-2 e_lumo_ev=5.30 homo_energy_ev=-1.15
C -0.283268 -1.786374 0.354926 0.2 1.4 -0.5
C -3.117730 0.530341 0.193708 -0.1 -0.5 0.4
C 3.073343 1.156170 -0.463640 0.3 -0.8 -1.0
N -0.078195 -2.770157 0.915489 0.1 -1.7 0.6
N -0.383971 -0.590473 -0.161943 2.3 1.2 -0.1
O -4.131846 -0.153928 0.094795 0.3 0.1 -0.6
O 3.052723 2.079385 0.263113 -0.6 2.3 2.3
O -2.770598 1.447951 0.902014 0.3 0.5 0.1
O 3.931007 0.714124 -1.233909 0.0 -1.0 -0.8
S -1.657551 -0.102315 -1.107906 -1.1 -0.2 -0.5
S 1.744860 -0.069825 -0.894574 -1.6 -1.3 -0.1


49
Properties=species:S:1:pos:R:3:forces:R:3 method="wB97M-V/def2-TZVPD" total_energy_ev=-106270.304 e_above_lowest_kcal_mol=29.8 total_charge=-1 e_lumo_ev=1.47 homo_energy_ev=-7.81
As 0.551637 -0.049101 0.025370 -1.1 0.3 -0.1
F 0.547825 1.741785 0.313424 0.6 -2.3 -0.5
F 1.660370 0.071330 -1.405286 -1.2 0.0 2.1
F 0.554426 -1.862072 -0.287480 -0.3 2.4 1.0
F -0.696937 -0.183108 1.310238 1.7 -0.3 -1.3
F -0.874438 0.165457 -1.110938 2.4 -0.1 0.7
F 1.907455 -0.267751 1.243587 -1.5 0.4 -1.6
O 1.788117 -3.535951 -1.804392 0.4 -0.3 -0.5
H 1.451865 -4.386170 -1.521015 -0.1 -0.2 0.0
H 1.813855 -3.009607 -1.005314 -0.1 0.3 0.1
O 4.257313 0.368676 -0.299323 0.3 0.2 0.0
H 4.939819 -0.229200 0.005540 0.2 -0.1 0.0
H 3.620785 0.390616 0.415227 -0.4 0.0 0.2
O -3.184904 -0.306946 -0.305081 -1.0 -0.1 0.3
H -2.394180 -0.115614 -0.809450 0.5 -0.1 0.0
H -3.904855 -0.045804 -0.879277 -0.3 0.0 0.0
O -1.157622 -4.790520 -0.499762 -0.1 -0.1 -0.1
H -0.783343 -4.071895 0.009879 0.1 0.4 0.1
H -0.622512 -5.550673 -0.271625 0.1 -0.3 0.1
O -1.466818 -2.481149 -2.669625 -0.4 0.0 -0.1
H -0.657190 -2.733698 -2.225830 0.4 -0.1 0.2
H -1.177736 -2.108651 -3.502631 0.1 0.2 -0.2
O -3.303042 -1.829291 2.015037 -0.1 -0.3 0.9
H -3.286904 -1.338641 1.193313 0.1 0.4 -0.8
H -2.841061 -2.643949 1.817234 0.0 -0.2 -0.1
O 4.489688 0.046314 -3.018337 0.2 0.1 -0.8
H 4.105090 0.229308 -2.161110 -0.1 0.1 0.7
H 4.297265 -0.878104 -3.175309 -0.1 -0.2 -0.1
O -0.640800 2.691610 3.729720 -0.6 0.2 0.1
H -0.502371 1.756467 3.579446 0.0 -0.6 0.3
H 0.210504 3.091754 3.552546 0.3 0.3 -0.1
O 1.575528 1.982189 -3.382897 -0.2 0.6 -0.3
H 2.347247 1.654731 -3.844913 0.2 -0.2 -0.1
H 1.570708 1.503134 -2.554211 0.0 -0.2 0.2
O 1.727567 3.384069 2.589633 0.3 0.4 0.0
H 1.651332 2.513632 2.198790 -0.1 -0.4 -0.4
H 2.452089 3.305843 3.210262 0.3 0.1 0.2
O -1.303985 1.205718 -3.884565 -0.5 -0.1 -0.4
H -0.647440 1.897123 -3.800040 0.5 0.1 0.0
H -1.368997 0.827989 -3.007452 0.1 -0.1 0.2
O -0.700132 -0.165727 4.087667 0.1 0.1 0.5
H -0.127259 -0.932094 4.060473 0.1 -0.1 -0.1
H -1.311903 -0.297581 3.363395 -0.4 -0.2 -0.3
O -4.043441 1.488454 1.881198 -0.2 0.5 0.3
H -3.409103 0.988675 1.367318 0.2 -0.2 -0.4
H -4.712491 0.848646 2.124594 -0.1 -0.2 0.1
O -1.126365 4.079034 1.014572 -0.2 0.4 -0.4
H -0.238568 4.232564 0.691331 0.2 0.0 -0.1
H -1.036089 3.348177 1.626067 -0.1 -0.3 0.5


54
Properties=species:S:1:pos:R:3:forces:R:3 method="wB97M-V/def2-TZVPD" smiles="O=[P@](O)(OCCCI)OC[C@H](O)C(F)(F)F.O.O.O.O.O.O.O.O.O" total_energy_ev=-60902.744 total_charge=0 e_lumo_ev=-0.09 homo_energy_ev=-9.76
O 2.761020 -2.821430 1.097131 0.3 1.1 -0.1
P 2.661835 -1.351645 0.985556 0.1 -2.0 -0.2
O 2.113990 -0.923135 -0.495637 0.3 0.3 1.5
O 4.070682 -0.577658 1.164522 -1.7 0.0 0.5
C 4.056343 0.592334 2.015534 0.5 0.8 -0.1
C 3.208197 1.754939 1.499033 0.2 0.3 -0.3
C 3.937632 2.650659 0.467660 -0.4 -0.3 0.5
I 3.205291 2.363079 -1.552928 0.3 0.2 0.4
O 1.584107 -0.763018 2.043841 0.9 -0.1 -1.4
C 0.242693 -0.998744 1.585523 -0.7 0.6 -0.3
C -0.277257 0.331119 1.021888 -0.4 -0.3 0.7
O -0.319364 1.213939 2.110372 0.2 0.0 -0.2
C -1.707733 0.203497 0.451390 2.9 -0.1 0.6
F -1.590081 -0.162869 -0.827544 -0.7 -0.4 -0.7
F -2.296100 1.372055 0.516482 -1.1 0.7 -0.2
F -2.412475 -0.703018 1.118083 -0.9 -0.4 0.0
H 2.809189 -1.161009 -1.118937 0.0 0.0 -0.4
H 3.815149 0.335304 3.048039 -0.3 -0.3 -0.2
H 5.089980 0.943787 2.037406 0.0 -0.2 0.0
H 2.252738 1.446728 1.079596 0.0 -0.2 0.3
H 2.972524 2.377256 2.367892 0.0 -0.1 0.0
H 5.001787 2.443540 0.485709 0.1 0.1 -0.4
H 3.767768 3.691582 0.730525 0.0 0.0 -0.4
H 0.190327 -1.813616 0.862436 0.1 0.0 -0.1
H -0.395830 -1.267698 2.424336 0.3 0.0 0.2
H 0.358946 0.693126 0.210172 0.0 0.0 0.0
H -0.232363 2.104486 1.751013 0.0 0.5 0.2
O -3.247136 4.025225 -0.624892 0.1 0.1 0.0
H -2.912529 4.094545 -1.530084 -0.1 -0.1 -0.1
H -3.084121 3.108610 -0.387915 0.0 0.0 0.0
O -0.406643 -1.176939 -3.685648 0.1 0.1 0.0
H -1.191847 -0.696051 -3.962536 0.0 0.0 0.0
H -0.513112 -1.273268 -2.734544 0.0 -0.1 0.0
O -3.315122 -2.699104 -1.150953 0.1 -0.5 -0.1
H -4.001954 -3.133010 -0.626750 -0.1 0.3 0.2
H -2.924816 -2.066364 -0.543082 -0.1 0.0 0.1
O -5.343935 -2.839083 0.954438 -0.1 0.1 0.0
H -6.125963 -2.361153 0.660682 0.0 0.0 -0.1
H -5.440685 -2.890844 1.909671 0.1 -0.1 0.0
O -2.133654 3.999258 -3.366067 0.1 0.1 0.0
H -1.418180 4.639069 -3.288011 0.1 0.0 0.0
H -2.487318 4.140861 -4.249480 -0.1 0.0 0.0
O -5.413587 -5.834636 -1.608726 -0.5 -0.1 0.1
H -4.838005 -6.592825 -1.730956 0.1 0.0 -0.1
H -4.795946 -5.104789 -1.552407 0.2 0.0 -0.1
O -2.500353 -5.606682 -1.441124 0.0 0.1 0.3
H -2.495300 -4.680966 -1.149854 0.1 0.1 -0.3
H -2.513279 -6.110483 -0.621045 0.1 0.0 0.0
O 7.055618 1.538499 0.254348 0.1 -0.1 0.0
H 7.396921 1.673367 -0.635813 0.0 0.1 0.0
H 7.164150 0.593720 0.408779 0.0 0.0 0.0
O 0.185615 4.070913 1.372136 0.1 0.0 0.0
H 0.888453 4.422359 0.817342 0.0 -0.1 -0.1
H -0.456275 4.786185 1.433407 -0.1 -0.1 0.0